{
  "formula": "C69H161N23O23",
  "method": "ωB97M-V/def2-TZVPD",
  "orbital_gap_ha": 0.303,
  "spin_multiplicity": 1,
  "total_charge": 0,
  "energy_ev": -155526.25849,
  "e_lumo_ev": -0.278,
  "e_above_lowest_kcal_mol": 371.5,
  "symbols": ["C", "O", "N", "C", "C", "H", "H", "H", "H", "H", "H", "H", "C", "O", "N", "C", "C", "H", "H", "H", "H", "H", "H", "H", "C", "O", "N", "C", "C", "H", "H", "H", "H", "H", "H", "H", "C", "O", "N", "C", "C", "H", "H", "H", "H", "H", "H", "H", "C", "O", "N", "C", "C", "H", "H", "H", "H", "H", "H", "H", "C", "O", "N", "C", "C", "H", "H", "H", "H", "H", "H", "H", "C", "O", "N", "C", "C", "H", "H", "H", "H", "H", "H", "H", "C", "O", "N", "C", "C", "H", "H", "H", "H", "H", "H", "H", "C", "O", "N", "C", "C", "H", "H", "H", "H", "H", "H", "H", "C", "O", "N", "C", "C", "H", "H", "H", "H", "H", "H", "H", "C", "O", "N", "C", "C", "H", "H", "H", "H", "H", "H", "H", "C", "O", "N", "C", "C", "H", "H", "H", "H", "H", "H", "H", "C", "O", "N", "C", "C", "H", "H", "H", "H", "H", "H", "H", "C", "O", "N", "C", "C", "H", "H", "H", "H", "H", "H", "H", "C", "O", "N", "C", "C", "H", "H", "H", "H", "H", "H", "H", "C", "O", "N", "C", "C", "H", "H", "H", "H", "H", "H", "H", "C", "O", "N", "C", "C", "H", "H", "H", "H", "H", "H", "H", "C", "O", "N", "C", "C", "H", "H", "H", "H", "H", "H", "H", "C", "O", "N", "C", "C", "H", "H", "H", "H", "H", "H", "H", "C", "O", "N", "C", "C", "H", "H", "H", "H", "H", "H", "H", "C", "O", "N", "C", "C", "H", "H", "H", "H", "H", "H", "H", "C", "O", "N", "C", "C", "H", "H", "H", "H", "H", "H", "H", "C", "O", "N", "C", "C", "H", "H", "H", "H", "H", "H", "H"],
  "xyz": [[-0.19693, -5.92995, 4.14946], [-0.39605, -5.14945, 3.23333], [0.92834, -6.65537, 4.23324], [1.26209, -7.74125, 5.19719], [2.09549, -6.45677, 3.35073], [-0.93907, -6.03421, 4.95603], [1.46286, -8.69091, 4.70128], [0.39182, -7.91133, 5.83106], [2.01907, -7.39859, 5.90265], [1.94350, -5.68685, 2.59428], [3.05504, -6.24856, 3.82403], [2.28026, -7.31833, 2.70912], [-0.71819, 2.37414, -6.13392], [-0.84933, 1.99111, -4.96340], [-1.41304, 3.30156, -6.76966], [-1.33563, 3.39228, -8.25980], [-2.54841, 3.97020, -6.18739], [0.04827, 1.95010, -6.80095], [-0.52528, 2.72995, -8.56439], [-1.18786, 4.40126, -8.64476], [-2.24793, 3.01680, -8.72328], [-3.53182, 3.61163, -6.49141], [-2.52385, 3.83789, -5.10573], [-2.67373, 5.03646, -6.37577], [4.65362, 1.92787, 4.23752], [4.09781, 2.99716, 4.44978], [5.39847, 1.33328, 5.22496], [6.01338, 0.03395, 4.97026], [5.37259, 1.79321, 6.62651], [4.61404, 1.33657, 3.30961], [7.07632, 0.05472, 5.21075], [5.96688, -0.25875, 3.92133], [5.54985, -0.80237, 5.49352], [4.85954, 2.73495, 6.82147], [5.04781, 0.90412, 7.16701], [6.31988, 1.93746, 7.14605], [-6.04272, 0.83930, -3.05623], [-6.81360, -0.02909, -2.68885], [-4.81235, 0.94907, -2.51834], [-3.95212, 2.06174, -2.84695], [-4.36253, -0.03187, -1.57651], [-6.15511, 1.52522, -3.91011], [-2.99082, 1.65935, -3.16644], [-3.68668, 2.64040, -1.96219], [-4.33585, 2.69978, -3.64304], [-4.85908, -0.99955, -1.64815], [-3.28119, -0.15663, -1.63330], [-4.47121, 0.32214, -0.55134], [3.11171, 4.53528, 2.01747], [1.92395, 4.46066, 2.24750], [3.70017, 5.63567, 1.60104], [5.10651, 5.69127, 1.31973], [2.97452, 6.90381, 1.44950], [3.81808, 3.69193, 2.06244], [5.50464, 4.69283, 1.13889], [5.55334, 6.24236, 2.14721], [5.35756, 6.21613, 0.39799], [2.81757, 7.43518, 2.38818], [3.64594, 7.56343, 0.89977], [1.93492, 6.80684, 1.13655], [6.07418, -5.44261, -2.46182], [5.94955, -6.44958, -3.08462], [5.48638, -4.26575, -2.80395], [4.77785, -4.05972, -4.04919], [5.75335, -3.02913, -2.06762], [6.63042, -5.34020, -1.51719], [3.74081, -3.79382, -3.84435], [4.80449, -4.89525, -4.74867], [5.22372, -3.21666, -4.57695], [4.88796, -2.37958, -2.19918], [5.87284, -3.28483, -1.01480], [6.63617, -2.45226, -2.34322], [-5.89722, 4.78835, -2.55502], [-5.01550, 5.36790, -3.16927], [-5.73333, 4.43053, -1.27916], [-6.79206, 3.67042, -0.51106], [-4.49337, 4.65905, -0.56273], [-6.86253, 4.49353, -2.99487], [-7.15255, 4.07223, 0.43588], [-6.53111, 2.61235, -0.48847], [-7.72487, 3.53725, -1.05901], [-3.75459, 4.95800, -1.30631], [-4.62445, 5.48009, 0.14212], [-4.11694, 3.80160, -0.00490], [1.83402, -3.22710, 6.47644], [2.38625, -3.83929, 5.51406], [2.28126, -2.03373, 6.93848], [1.38618, -1.21839, 7.84477], [3.35371, -1.43183, 6.33067], [0.88475, -3.56768, 6.91812], [0.52939, -0.79254, 7.32260], [1.89920, -0.40658, 8.36040], [0.88019, -1.84004, 8.58343], [4.09441, -2.11022, 5.90730], [2.97924, -0.75035, 5.56683], [3.91944, -0.75167, 6.96741], [0.33392, -3.05378, -2.90409], [1.47477, -3.51038, -3.14632], [-0.42028, -2.31366, -3.73231], [-1.82335, -2.04539, -3.38936], [0.10661, -1.75773, -4.94716], [-0.23707, -3.42426, -2.03869], [-2.41579, -2.49983, -4.18346], [-2.00822, -0.97121, -3.38113], [-2.08206, -2.48523, -2.42617], [1.15443, -1.98863, -5.13914], [-0.48769, -2.18156, -5.75666], [-0.10577, -0.70102, -5.10946], [-0.88289, 3.88435, -2.13943], [-1.45518, 3.44188, -1.15417], [0.27746, 4.54101, -2.09361], [0.72993, 5.29519, -3.24887], [1.06627, 4.64200, -0.88109], [-1.30493, 3.80142, -3.15295], [0.19781, 5.05945, -4.17049], [1.75256, 4.94302, -3.38420], [0.84398, 6.34742, -2.98831], [2.07497, 4.32601, -1.14710], [1.04365, 5.60777, -0.37622], [0.75195, 3.94456, -0.10465], [-3.19766, -5.69446, -3.45528], [-3.31997, -5.22469, -2.35730], [-2.09808, -6.36431, -3.86846], [-1.94337, -6.46571, -5.30298], [-0.83333, -6.47489, -3.11792], [-3.99537, -5.81053, -4.20520], [-1.37169, -7.37428, -5.49213], [-1.48686, -5.59173, -5.76758], [-2.87964, -6.40167, -5.85740], [-0.82604, -6.07532, -2.10383], [-0.32802, -7.43868, -3.05566], [-0.14205, -5.89467, -3.72913], [-0.59350, 2.99025, 7.15943], [-0.14874, 3.41126, 8.17073], [0.00594, 3.34185, 5.99233], [-0.32516, 2.59263, 4.79163], [1.04478, 4.36611, 5.90060], [-1.45393, 2.33465, 6.95435], [0.56365, 2.42464, 4.18344], [-1.01161, 3.13012, 4.13743], [-0.65449, 1.56209, 4.92447], [1.31192, 4.66063, 4.88571], [0.63539, 5.28088, 6.32919], [1.95201, 3.97869, 6.36425], [8.59750, 2.03203, -4.12091], [8.77540, 3.18999, -3.79731], [7.35053, 1.48248, -4.09114], [7.10451, 0.15538, -4.63704], [6.22529, 2.35508, -3.76515], [9.41109, 1.31797, -4.32194], [6.65291, 0.09842, -5.62744], [6.52975, -0.31914, -3.84167], [7.96836, -0.48941, -4.79865], [5.45599, 1.80957, -3.21862], [6.37627, 3.16315, -3.04939], [5.81039, 2.69953, -4.71243], [-0.59420, 6.22571, 3.47217], [-0.43089, 6.92915, 4.46543], [-1.33939, 6.49460, 2.34854], [-2.31623, 7.54566, 2.21980], [-1.20475, 5.70896, 1.14246], [-0.12586, 5.22986, 3.43843], [-1.94650, 8.27559, 1.49967], [-2.36862, 8.09737, 3.15839], [-3.28733, 7.25235, 1.82102], [-1.99471, 4.96326, 1.05316], [-1.12726, 6.31156, 0.23748], [-0.27518, 5.14895, 1.24448], [3.99302, -2.07416, 0.86400], [4.53869, -1.13675, 1.42548], [2.94070, -2.80984, 1.28624], [2.14023, -3.65612, 0.40655], [2.36375, -2.69197, 2.62449], [4.19774, -2.36385, -0.17829], [2.11516, -4.70705, 0.69466], [2.56161, -3.73663, -0.59547], [1.18325, -3.16347, 0.23453], [3.04213, -2.10063, 3.23948], [1.46450, -2.07660, 2.59713], [2.07681, -3.62814, 3.10342], [7.47232, 2.76153, -0.55910], [7.25423, 3.96003, -0.27988], [6.60844, 1.76996, -0.33588], [6.90723, 0.35998, -0.26283], [5.28023, 2.02062, 0.12767], [8.31394, 2.34521, -1.13404], [7.78467, 0.16033, -0.87792], [6.06250, -0.14348, -0.73300], [6.94690, 0.07218, 0.78774], [4.92372, 3.02363, -0.10681], [4.55699, 1.26700, -0.18391], [5.30776, 1.88165, 1.20843], [-7.66669, -2.49222, -0.38093], [-8.19200, -2.66284, 0.70715], [-7.05928, -3.46017, -1.08233], [-6.65520, -3.34442, -2.44949], [-6.95308, -4.83496, -0.48157], [-7.60167, -1.52529, -0.90345], [-7.23401, -4.03406, -3.06389], [-5.59154, -3.52939, -2.59950], [-6.95635, -2.37866, -2.85535], [-7.82360, -5.40663, -0.80327], [-6.18465, -5.46260, -0.93290], [-6.76196, -4.83812, 0.59153], [-4.30161, -5.87809, 3.21179], [-5.11663, -6.72077, 3.58721], [-4.66378, -4.57617, 3.11095], [-5.97287, -4.08045, 3.51433], [-3.69590, -3.53446, 2.75316], [-3.23844, -6.05333, 2.98559], [-6.00700, -3.76239, 4.55634], [-6.82068, -4.76000, 3.42756], [-6.12339, -3.19951, 2.89032], [-2.74299, -4.04207, 2.60341], [-4.09058, -3.07144, 1.84877], [-3.71599, -2.68908, 3.44094], [3.35926, -0.41419, -3.75876], [3.55146, -0.48394, -2.57681], [2.88814, 0.69250, -4.37635], [2.66442, 0.65422, -5.84548], [2.34365, 1.87068, -3.75496], [3.43257, -1.23538, -4.48847], [1.65042, 0.88575, -6.17156], [2.92471, -0.32152, -6.25572], [3.32132, 1.38981, -6.30970], [1.31437, 1.92798, -4.10905], [2.32467, 1.89122, -2.66532], [2.88397, 2.75762, -4.08588], [-3.22264, -2.12402, -6.62577], [-3.27274, -3.32007, -6.84667], [-4.14056, -1.45802, -5.88328], [-5.21125, -2.12992, -5.11389], [-3.92470, -0.02896, -5.78785], [-2.51290, -1.51330, -7.20498], [-5.56415, -3.02037, -5.63416], [-6.13305, -1.56239, -4.98629], [-4.86203, -2.46516, -4.13729], [-3.02963, 0.30420, -6.31317], [-4.69079, 0.61073, -6.22605], [-3.96268, 0.31057, -4.75277], [-4.08015, 0.65723, 3.78668], [-5.20737, 0.46221, 4.30162], [-3.92885, 1.23774, 2.59078], [-2.66592, 1.58433, 1.98191], [-5.09853, 1.81361, 1.86866], [-3.10519, 0.36295, 4.20507], [-2.67902, 2.63688, 1.69898], [-2.52456, 1.03832, 1.04917], [-1.79616, 1.36672, 2.60180], [-5.93879, 1.12111, 1.91881], [-5.31082, 2.83759, 2.17607], [-4.81804, 1.93603, 0.82250], [-1.15905, -1.62500, 4.72014], [-1.12546, -0.53326, 4.16817], [-1.81756, -1.81541, 5.86960], [-2.44084, -0.77001, 6.62400], [-1.94158, -3.19153, 6.37491], [-0.72451, -2.55279, 4.31693], [-3.52873, -0.82987, 6.59179], [-2.13828, 0.24152, 6.35318], [-2.07788, -0.93295, 7.63880], [-2.98331, -3.50157, 6.45707], [-1.39032, -3.88862, 5.74381], [-1.63743, -3.44997, 7.38920], [-0.85824, -1.33948, 0.60109], [-1.51963, -2.06928, -0.18663], [-0.15018, -0.28257, 0.22733], [0.42513, 0.59209, 1.28974], [0.15829, 0.10489, -1.14741], [-0.91691, -1.55003, 1.68017], [1.49425, 0.41694, 1.40968], [-0.09014, 0.50698, 2.24648], [0.41590, 1.65199, 1.03554], [-0.14748, -0.56694, -1.94944], [-0.29240, 1.03800, -1.48545], [1.24220, 0.20376, -1.20624]],
  "mulliken_charge": [-0.09, -0.38, 0.25, -1.01, -0.57, 0.39, 0.31, 0.33, 0.33, -0.39, 0.41, 0.52, -0.01, -0.16, 0.28, -0.98, -0.64, -0.13, 0.36, 0.30, 0.32, 0.34, -0.20, 0.37, 0.72, -0.65, 0.09, -0.61, -0.74, -0.06, 0.40, 0.06, 0.15, 0.28, 0.20, 0.34, -0.30, -0.53, 1.89, -0.44, 0.17, 0.35, 0.32, -0.81, 0.34, -0.26, -0.18, -0.36, 0.27, -0.35, 0.45, -0.94, -0.81, -0.08, 0.15, 0.43, 0.38, 0.32, 0.34, 0.09, 0.10, -0.56, 0.24, -0.67, -0.41, 0.33, 0.11, 0.36, 0.26, -0.63, 0.46, 0.41, 0.10, -0.61, 0.29, -0.92, -0.84, 0.33, 0.37, 0.19, 0.38, 0.16, 0.54, 0.05, -0.10, -0.63, 0.24, -0.88, -1.36, 0.42, 0.19, 0.37, 0.37, 0.46, 0.52, 0.24, 0.01, -0.96, 0.67, -0.53, -0.71, 0.67, 0.28, -0.14, -0.05, 0.41, 0.24, -0.07, -0.03, 0.27, 0.92, -0.95, -1.19, -0.54, 0.16, 0.32, 0.30, 0.48, 0.54, -0.32, 0.10, -0.53, 0.09, -1.01, -0.90, 0.35, 0.36, 0.28, 0.38, 0.26, 0.36, 0.30, 0.06, -0.63, 0.37, -0.45, -0.69, 0.35, 0.23, 0.19, -0.16, 0.12, 0.39, 0.20, 0.06, -0.56, 0.28, -0.78, -0.87, 0.31, 0.30, 0.11, 0.33, -0.01, 0.37, 0.43, 0.77, -0.66, 0.26, -1.05, 0.14, -0.19, 0.36, 0.40, 0.22, -0.08, 0.60, -0.83, 1.04, -0.38, 0.50, -0.53, -0.07, -0.67, 0.16, 0.08, 0.09, 0.23, 0.10, -0.49, -0.07, -0.57, 0.47, -0.56, -1.15, 0.27, 0.40, -0.01, 0.21, 0.17, 0.08, 0.55, 0.14, -0.63, 0.24, -0.54, -0.83, 0.33, 0.38, -0.02, 0.18, 0.37, 0.27, 0.17, 0.08, -0.66, 0.38, -1.11, -0.85, 0.33, 0.29, 0.31, 0.43, 0.05, 0.34, 0.32, -0.05, -0.16, 1.07, -0.83, -0.02, -0.11, -0.19, 0.46, 0.38, -0.58, 0.07, 0.32, -0.02, -0.61, 0.35, -1.15, -0.44, 0.47, 0.39, 0.39, 0.29, -0.14, 0.48, -0.12, 0.53, -0.75, 0.41, 1.15, -0.34, -0.05, -0.02, -0.44, -0.94, 0.42, 0.37, -0.73, -0.02, -0.03, 0.79, -0.96, -0.91, 0.09, 0.36, -0.01, 0.36, 0.39, -0.03, 0.37, -0.17, -0.39, 1.37, -1.16, -0.04, 0.33, 0.47, -0.14, 0.10, -0.64, -0.19, 0.17]
}